No. 1
The molecule C3H7N3O2 in a non-equilibrium geometry, computed with ωB97M-V/def2-TZVPD.

Each line ends with the natural charge from an NBO analysis.
Atoms and positions in Å:
O (-2.031782, 1.291874, -0.080619)  -0.58
O (-0.307143, -0.842297, -0.508925)  -0.35
N (-1.532483, -0.947945, 0.032926)  -0.34
N (2.984255, -0.135713, -0.169950)  -0.74
N (1.004806, 1.294045, 0.162478)  -0.85
C (1.723750, 0.159597, 0.072862)  0.43
C (-2.343852, 0.148316, 0.053402)  0.52
C (0.709397, -0.999683, 0.371142)  -0.14
H (0.501925, -1.023054, 1.516827)  0.20
H (1.167066, -1.978872, 0.208341)  0.20
H (1.365809, 2.271999, 0.068011)  0.41
H (3.492653, 0.732592, -0.557020)  0.33
H (-3.418199, -0.167165, 0.194034)  0.11
H (-2.054602, -1.877368, -0.069747)  0.38
H (-0.075064, 1.123159, 0.193293)  0.43

Forces on atoms 1 to 3 (eV/Å):
O 0.8 1.0 0.0
O -1.6 0.2 -1.4
N -2.7 -1.7 0.4

Summary:
Structure (SMILES): [H]/N=C(\N)CONC=O
M (u): 117.11
Maximum force (eV/A): 4.94
HOMO (eV): -8.86
Energy above the lowest of the compared OMol25 structures with the same formula, charge and spin (kJ/mol): 405.0

No. 2
A cluster of 2 separate species, C6H14S in total in a non-equilibrium geometry, computed with ωB97M-V/def2-TZVPD.

Each line ends with the natural charge from an NBO analysis.
Atoms and positions in Å:
S (0.740616, 1.950108, 0.873769)  -0.07
C (-0.523403, 1.692795, -0.409458)  -0.52
C (-1.144090, -0.314610, 1.982012)  -0.66
C (0.029421, 1.101898, -1.698765)  -0.64
C (-0.595621, -0.804044, 0.673520)  -0.17
C (0.666424, -1.200501, 0.476200)  -0.23
C (1.214892, -1.689943, -0.832298)  -0.66
H (2.046799, -1.046504, -1.164763)  0.22
H (-1.975996, -0.958041, 2.314483)  0.22
H (1.098425, 0.653749, 0.991709)  0.13
H (-0.357318, -0.329393, 2.754908)  0.22
H (-1.517382, 0.718248, 1.879700)  0.23
H (-1.336155, 1.065069, 0.003845)  0.21
H (-0.772578, 1.011551, -2.450586)  0.21
H (-1.289550, -0.834769, -0.176846)  0.20
H (0.428113, -1.675163, -1.605189)  0.21
H (1.588192, -2.722797, -0.729974)  0.23
H (1.360359, -1.169780, 1.326572)  0.20
H (0.824135, 1.748082, -2.108028)  0.22
H (-0.936893, 2.703992, -0.588222)  0.23
H (0.451610, 0.100052, -1.512590)  0.22

Forces on atoms 1 to 3 (eV/Å):
S 0.3 0.7 -0.2
C -0.3 0.5 0.0
C 0.0 -0.2 0.2

Summary:
Structure (SMILES): C/C=C/C.CCS
M (u): 118.24
Maximum force (eV/A): 1.31
HOMO (eV): -8.69
Energy above the lowest of the compared OMol25 structures with the same formula, charge and spin (kJ/mol): 56.1

No. 3
A cluster of 2 separate species, C12H16F12NO6PS in total in a non-equilibrium geometry, computed with ωB97M-V/def2-TZVPD.

Each line ends with the natural charge from an NBO analysis.
Atoms and positions in Å:
S (1.465709, 1.688517, -1.232095)  2.09
P (-2.665552, -0.737980, -1.020738)  1.32
F (-0.836625, -2.568955, 0.553845)  -0.32
F (-3.246174, -2.654168, 1.563926)  -0.29
F (6.156798, 0.135139, -1.202872)  -0.29
F (-1.885389, -2.635853, 3.230581)  -0.30
F (1.717251, -0.887587, -1.579882)  -0.28
F (3.976347, -0.853781, -2.506092)  -0.29
F (-2.991326, -0.845103, 2.722143)  -0.32
F (4.918838, 0.925978, 0.374008)  -0.30
F (2.488113, -0.162710, 0.340922)  -0.31
F (4.035357, 1.326898, -2.259096)  -0.29
F (4.954152, -1.202357, -0.015120)  -0.30
F (-0.154567, -1.161868, 2.097180)  -0.31
O (0.973452, 1.616189, -2.577458)  -0.89
O (-0.476040, 1.714204, 2.227181)  -0.57
O (2.277891, 2.784760, -0.785335)  -0.91
O (-1.219805, -3.517395, -2.979744)  -0.73
O (-3.109700, 2.964617, 0.438015)  -0.50
O (-0.249718, 0.187386, -0.090621)  -0.55
N (-4.188741, -0.589709, -0.699635)  -1.30
C (5.001738, -0.002813, -0.578384)  0.93
C (-0.421860, -4.520609, -2.358578)  -0.25
C (3.854769, 0.154807, -1.614835)  0.56
C (0.560489, 2.017535, 1.331268)  -0.11
C (0.062801, 1.559460, -0.045598)  0.09
C (-1.914653, 3.128965, 0.422073)  0.44
C (-1.020695, 2.491529, -0.614737)  -0.57
C (-1.513823, -0.270044, 0.364646)  -0.28
C (-0.297193, 2.223563, 3.542307)  -0.25
C (-2.363970, -1.921060, 2.222668)  0.92
C (-1.203991, -1.474576, 1.288851)  0.61
C (2.406395, 0.089519, -0.986385)  0.42
H (1.502545, 1.530032, 1.596288)  0.21
H (-2.231036, 0.049475, -2.105072)  -0.08
H (-0.522463, 3.308951, -1.151032)  0.26
H (-2.045548, 0.467922, 0.961875)  0.26
H (0.472534, 3.000169, 3.574780)  0.18
H (-0.002747, 1.415133, 4.215811)  0.19
H (-1.447146, 3.803338, 1.154770)  0.12
H (-1.241322, 2.654052, 3.881106)  0.20
H (-1.331321, -3.748481, -3.905493)  0.47
H (-2.301736, -2.025649, -1.430306)  -0.02
H (-0.900234, -5.501862, -2.404320)  0.17
H (0.571174, -4.582601, -2.810344)  0.16
H (-1.645387, 1.972035, -1.338788)  0.26
H (0.752681, 3.096800, 1.293195)  0.19
H (-0.311923, -4.235789, -1.315063)  0.19
H (-4.408351, -0.206021, 0.210182)  0.38

Forces on atoms 1 to 3 (eV/Å):
S -0.1 0.2 -0.3
P -1.4 0.0 0.0
F 0.0 0.4 0.3

Summary:
Structure (SMILES): COC[C@](CC=O)(O[C@@H]([PH2]=N)C(F)(F)C(F)(F)F)S(=O)(=O)C(F)(F)C(F)(F)C(F)(F)F.CO
M (u): 561.28
Maximum force (eV/A): 1.37
HOMO (eV): -8.79

No. 4
A cluster of 3 separate species, C3H7O2 in total, computed with ωB97M-V/def2-TZVPD.

Each line ends with the natural charge from an NBO analysis.
Atoms and positions in Å:
O (-0.832363, 2.841714, 1.170203)  -0.55
O (0.647488, -0.600243, -0.261408)  -0.82
C (0.609425, -3.004813, -0.143126)  -0.78
C (0.108506, -1.739990, -0.312950)  0.25
C (-0.945307, 2.043492, 0.275762)  0.28
H (2.302164, 1.970999, -2.899261)  -0.05
H (-0.686772, 0.979293, 0.406606)  0.19
H (-0.074650, -3.831155, 0.036094)  0.16
H (1.649357, -3.262325, -0.278100)  0.16
H (1.927136, 1.422856, -2.544732)  0.05
H (-0.992959, -1.769192, -0.541161)  0.04
H (-1.283768, 2.363879, -0.730133)  0.07

Forces on atoms 1 to 3 (eV/Å):
O -0.1 0.4 0.1
O 0.3 0.3 -0.4
C 0.0 -0.3 -0.2

Summary:
M (u): 75.09
Total charge: -1
Maximum force (eV/A): 0.74
HOMO (eV): -2.38
Energy above the lowest of the compared OMol25 structures with the same formula, charge and spin (kJ/mol): 321.0